Entry 1:
C5H8O2 | ωB97M-V/def2-TZVPD

Summary:
HOMO energy, eV: -9.19
Energy above the lowest of the compared OMol25 structures with the same formula, charge and spin, kJ/mol: 263.0
HOMO-LUMO gap, eV: 10.12
Structure (SMILES): CC(=O)C1(O)CC1

Geometry as ORCA input:
```
! wB97M-V def2-TZVPD RIJCOSX def2/J DEFGRID3
* xyz 0 1
C 1.75 0.19 -1.25
C 0.99 -0.25 -0.10
O 1.56 -0.98 0.68
C -0.44 -0.34 0.63
O -0.70 -1.24 1.62
C -1.61 -0.10 -0.25
C -1.13 0.96 0.71
H 2.68 -0.33 -1.36
H 1.12 0.01 -2.09
H 2.04 1.22 -1.24
H 0.09 -1.54 2.07
H -2.52 -0.63 0.00
H -1.45 0.06 -1.31
H -0.64 1.83 0.30
H -1.73 1.13 1.59
*
```

***

Entry 2:
C5H8O2 | ωB97M-V/def2-TZVPD

Summary:
HOMO energy, eV: -9.33
Energy above the lowest of the compared OMol25 structures with the same formula, charge and spin, kJ/mol: 402.7
HOMO-LUMO gap, eV: 10.43
Structure (SMILES): C1CO[C@@H]2C[C@@H]2O1

Geometry as ORCA input:
```
! wB97M-V def2-TZVPD RIJCOSX def2/J DEFGRID3
* xyz 0 1
C 1.58 -0.34 -0.13
C 0.90 0.96 -0.50
O -0.14 0.73 -1.38
C -1.26 -0.20 -0.66
C -1.44 0.16 0.76
C -0.70 -1.12 0.40
O 0.69 -1.16 0.64
H 1.93 -0.89 -1.02
H 2.42 -0.13 0.53
H 0.48 1.37 0.60
H 1.50 1.86 -0.69
H -1.96 -0.42 -1.47
H -0.57 0.93 0.97
H -2.33 0.39 1.35
H -1.10 -2.12 0.61
*
```

***

LUMO level across the listed records, respectively: 0.929; 1.097 eV.